[1]
2 unconnected molecules or ions with the total composition C4H12NO2 at a distorted geometry, computed with the ωB97M-V functional and the def2-TZVPD basis.

Atoms and positions in Å:
1 C 0.40801 -0.05296 1.44029
2 C 1.01751 -1.25617 -0.54211
3 C 1.06784 1.26225 -0.41422
4 C -1.10279 0.05222 -0.42884
5 N 0.41055 0.02012 -0.01565
6 O -1.71254 -1.11648 0.07958
7 O -1.62067 1.21856 -0.10592
8 H -0.56844 -0.01846 1.90358
9 H 0.76323 -0.94810 1.73225
10 H 0.90295 0.77122 1.90682
11 H 0.49094 -2.18001 -0.21824
12 H 0.90967 -1.27767 -1.70513
13 H 1.96040 -1.14760 -0.19455
14 H 0.38769 2.12404 -0.24386
15 H 2.04451 1.37217 0.10113
16 H 1.17517 1.25155 -1.55683
17 H -1.22080 -0.10596 -2.05227
18 H -2.70808 -1.23602 0.15650
19 H -2.60516 1.26728 0.15747

Computed properties:
Lowest unoccupied orbital energy (eV): -3.062
ΔE to the lowest compared entry with this formula, charge and spin (kcal per mole): 105.4
Kohn-Sham gap (eV): 11.36
Total charge: +1
Largest force on an atom (eV/Å): 5.66

***

[2]
A molecular structure, C5H10O3Tl at a distorted geometry, computed with the ωB97M-V functional and the def2-TZVPD basis.

Atoms and positions in Å:
1 H -0.65016 0.26898 -1.57923
2 O 0.88405 -0.35484 -0.14640
3 O 0.67775 1.82239 -0.67161
4 C 0.03037 0.70722 -0.64462
5 O -1.14401 0.73763 0.21981
6 C -2.21918 0.15335 -0.40995
7 C 0.39644 -1.68172 -0.16761
8 C 1.52412 -2.62623 0.18873
9 H -0.43957 -1.78475 0.54362
10 H -0.00113 -1.91083 -1.17240
11 H 1.93217 -2.38806 1.18205
12 H 1.15535 -3.66135 0.20562
13 H 2.33775 -2.56096 -0.54902
14 C -3.33148 -0.23874 0.49869
15 H -2.49758 0.61042 -1.36992
16 H -2.95733 -0.79605 1.37018
17 H -4.04771 -0.87529 -0.03846
18 H -3.88122 0.63920 0.88623
19 Tl 2.55440 1.04383 0.15368

Computed properties:
Lowest unoccupied orbital energy (spin up / spin down) (eV): 0.202 / 0.201
ΔE to the lowest compared entry with this formula, charge and spin (kcal per mole): 0.0
Kohn-Sham gap (spin up / spin down) (eV): 7.41 / 9.18
Expectation value of S²: 0.7530
2S+1: 2
Largest force on an atom (eV/Å): 4.45

***

[3]
2 unconnected molecules or ions with the total composition C15H26F3N2O9P2S2 at a distorted geometry, computed with the ωB97M-V functional and the def2-TZVPD basis.

Atoms and positions in Å:
1 C 2.11848 0.48401 -1.40721
2 C 1.97428 0.22179 -0.07180
3 P 1.39700 -1.41946 0.74221
4 C 2.91385 -1.49702 1.89648
5 C 4.32836 -1.49147 1.22042
6 C 5.10439 -2.82875 1.39935
7 N 5.35880 -3.59025 0.22149
8 O 5.51263 -3.19504 2.45462
9 C 0.34180 -2.77281 1.65229
10 C 1.01013 -4.18169 1.80272
11 C 0.31643 -5.17313 0.86238
12 O -0.85544 -5.33612 0.98133
13 O 0.98666 -5.90918 -0.07290
14 P 2.18494 -2.79117 -0.89633
15 N 1.03642 -3.10886 -1.97045
16 O 0.01198 -1.27325 -0.29723
17 C -0.86161 -0.22176 0.03765
18 C -0.52083 0.19457 1.55544
19 S -2.02695 -0.41027 2.49205
20 S -0.68958 2.06522 1.66495
21 O -1.25234 2.38428 2.95955
22 O 0.56216 2.77889 1.54243
23 C -1.88820 2.76249 0.42142
24 F -2.29686 3.97598 0.77224
25 F -1.37405 2.89232 -0.79772
26 F -2.98855 1.99915 0.39756
27 O 0.64433 -0.29625 1.96406
28 H 2.89078 0.00928 -2.03241
29 H 1.47921 1.24421 -1.88797
30 H 2.20638 1.04444 0.62804
31 H 2.86422 -0.57364 2.50221
32 H 2.90602 -2.32674 2.62692
33 H 4.94310 -0.75807 1.77947
34 H 4.34824 -1.15670 0.17077
35 H 4.83983 -4.46141 0.24096
36 H 5.14408 -3.03615 -0.60038
37 H 0.19136 -2.39034 2.67602
38 H -0.64998 -2.81606 1.19314
39 H 0.77992 -4.53869 2.82428
40 H 2.10937 -4.17748 1.73271
41 H 0.30395 -6.11130 -0.73587
42 H 3.22388 -2.09430 -1.59444
43 H 2.78304 -3.96184 -0.36754
44 H 0.92541 -4.12120 -2.02407
45 H -0.65029 0.53330 -0.75883
46 H -1.89498 -0.53234 -0.19326
47 H -3.01360 -0.53770 1.57016
48 O -6.98320 6.24680 -3.57557
49 C -5.90662 6.01686 -3.10546
50 O -4.87233 6.89607 -3.13897
51 C -3.69342 6.28041 -2.59106
52 C -4.20350 5.15314 -1.71358
53 C -5.47198 4.72834 -2.43998
54 H -3.07540 5.91809 -3.41621
55 H -3.12708 7.01844 -2.02602
56 H -3.48110 4.35058 -1.58216
57 H -4.45905 5.53983 -0.72490
58 H -5.27095 3.98229 -3.21080
59 H -6.23351 4.36964 -1.75222

Computed properties:
Lowest unoccupied orbital energy (eV): 2.237
Kohn-Sham gap (eV): 6.87
Total charge: -1
Largest force on an atom (eV/Å): 4.82

***

[4]
C5H14N2O in the gas phase at a distorted geometry, computed with the ωB97M-V functional and the def2-TZVPD basis.

Atoms and positions in Å:
1 C -0.56693 1.32036 1.34546
2 N -0.25429 1.20393 -0.08816
3 C 1.19195 0.95194 -0.30612
4 C 1.38707 0.17397 -1.60193
5 C 0.77523 -1.21679 -1.66437
6 O 1.15266 -2.03221 -0.55645
7 C -1.27726 0.04324 1.87941
8 N -2.28859 -0.45426 0.93658
9 H -1.30231 2.13592 1.42738
10 H 0.31453 1.54538 1.94666
11 H -0.58158 2.00823 -0.60677
12 H 1.59727 0.33961 0.50096
13 H 1.78033 1.87459 -0.21523
14 H 2.46518 -0.01413 -1.70958
15 H 1.13909 0.76816 -2.48587
16 H 1.04058 -1.75843 -2.56532
17 H -0.32782 -1.17621 -1.58862
18 H -1.77302 0.20857 2.83568
19 H -0.51719 -0.73316 2.04395
20 H -3.11576 0.09820 1.06925
21 H -1.87508 -0.42900 0.01918
22 H 0.73850 -1.69813 0.24892

Computed properties:
Lowest unoccupied orbital energy (eV): 0.941
ΔE to the lowest compared entry with this formula, charge and spin (kcal per mole): 47.1
SMILES: NCCNCCCO
Kohn-Sham gap (eV): 9.96
Largest force on an atom (eV/Å): 2.11

***

[5]
15 unconnected molecules or ions with the total composition C27H38BCl43F3O2 at a distorted geometry, computed with the ωB97M-V functional and the def2-TZVPD basis.

Atoms and positions in Å:
1 C 3.80378 -2.00274 1.12532
2 C 4.85414 -0.82690 0.90417
3 C 4.64143 0.03032 -0.41719
4 C 4.29815 -0.80292 -1.72698
5 C 3.14615 -0.11270 -2.63016
6 C 1.82715 0.23485 -1.81037
7 C 0.52574 -0.59533 -2.27908
8 C -0.21943 -1.34947 -1.10101
9 C -1.02228 -0.44386 -0.06184
10 C -0.91676 1.13410 -0.06884
11 C -0.32495 1.81678 1.23996
12 C 1.16968 2.32892 1.12608
13 F 1.50878 2.92721 -0.08259
14 F 2.10895 1.35571 1.52582
15 F 1.33036 3.36088 2.10046
16 O -2.44167 -0.69030 -0.31858
17 B -3.13593 -0.94851 0.99436
18 O -2.04945 -0.75580 2.00908
19 C -0.91138 -1.26866 1.31896
20 Cl 0.69657 -1.33566 2.17518
21 H 2.88228 -1.77691 0.50853
22 H 4.26523 -2.94148 0.66157
23 H 3.57202 -2.20085 2.22209
24 H 5.93655 -1.18348 1.00526
25 H 4.71206 -0.10244 1.78100
26 H 5.63767 0.55901 -0.62281
27 H 3.91071 0.88182 -0.20120
28 H 3.95324 -1.86529 -1.55157
29 H 5.26409 -0.88143 -2.33512
30 H 2.97248 -0.77692 -3.53764
31 H 3.60628 0.87954 -2.96456
32 H 1.95144 0.15702 -0.68148
33 H 1.57960 1.32673 -2.02394
34 H 0.93243 -1.40398 -2.98487
35 H -0.17628 0.02748 -2.93041
36 H 0.51941 -2.02924 -0.55539
37 H -0.98796 -2.04257 -1.58867
38 H -0.37140 1.58326 -0.95848
39 H -1.98749 1.51669 -0.16429
40 H -0.39786 1.20728 2.18718
41 H -0.96889 2.75542 1.43344
42 H -3.68147 -1.99872 1.13885
43 H -3.79697 0.06224 1.13545
44 H -1.27408 -2.30440 0.98651
45 C 3.81536 -6.18441 -0.90700
46 Cl 4.86790 -7.02697 0.23880
47 Cl 2.56070 -5.28416 -0.04864
48 Cl 4.76106 -5.10218 -1.93987
49 H 3.33264 -6.92622 -1.53960
50 C 2.89450 -6.98253 -5.15064
51 Cl 3.42771 -7.90727 -3.73881
52 Cl 2.08348 -5.49467 -4.64813
53 Cl 4.26473 -6.61844 -6.20802
54 H 2.18439 -7.58828 -5.70710
55 C 5.07808 -6.89604 4.33062
56 Cl 5.88718 -8.03407 3.24319
57 Cl 5.21465 -5.24410 3.71531
58 Cl 3.38021 -7.34148 4.54473
59 H 5.56835 -6.94202 5.29928
60 C -3.99966 3.51358 -2.07431
61 Cl -4.66411 2.54522 -0.75389
62 Cl -2.41138 2.90420 -2.55241
63 Cl -5.10466 3.52255 -3.45953
64 H -3.88332 4.53465 -1.72488
65 C -3.88659 -5.12425 1.66290
66 Cl -3.33782 -6.03125 3.08264
67 Cl -4.70245 -3.63650 2.15222
68 Cl -2.52450 -4.77197 0.58940
69 H -4.59712 -5.74059 1.11875
70 C 1.95607 4.01171 -3.91815
71 Cl 2.76756 2.87910 -5.00807
72 Cl 2.07853 5.66540 -4.53668
73 Cl 0.26296 3.55560 -3.69414
74 H 2.45166 3.97066 -2.95110
75 C -2.60450 4.77623 3.50493
76 Cl -3.27162 3.80740 4.82590
77 Cl -1.00856 4.17244 3.03957
78 Cl -3.70779 4.77855 2.11952
79 H -2.49413 5.79979 3.85321
80 C -6.55539 7.01657 -1.80771
81 Cl -5.48967 6.20657 -0.65232
82 Cl -7.82607 7.90972 -0.96147
83 Cl -5.62845 8.09710 -2.85730
84 H -7.02555 6.25778 -2.42809
85 C -5.60219 0.33255 -5.86466
86 Cl -6.26851 -0.63765 -4.54726
87 Cl -4.01001 -0.27179 -6.33891
88 Cl -6.70353 0.34008 -7.25210
89 H -5.48891 1.35478 -5.51281
90 C 5.68703 2.21932 4.35174
91 Cl 6.84984 1.83429 3.07556
92 Cl 6.39937 3.34497 5.51923
93 Cl 4.20622 2.89159 3.66335
94 H 5.43449 1.29963 4.87417
95 C 4.76479 6.58361 6.86172
96 Cl 5.20789 8.29087 6.71914
97 Cl 4.98464 6.02054 8.52467
98 Cl 3.09631 6.32838 6.33661
99 H 5.41943 6.00499 6.21488
100 C -6.69283 -2.41848 5.11319
101 Cl -7.54977 -1.36967 6.25348
102 Cl -7.61216 -3.90298 4.82396
103 Cl -6.38671 -1.56959 3.59567
104 H -5.73581 -2.68961 5.55153
105 C -8.53437 0.23565 -11.04628
106 Cl -7.71400 -0.89480 -12.13110
107 Cl -8.42220 1.88770 -11.66792
108 Cl -10.22539 -0.23206 -10.82255
109 H -8.03987 0.20059 -10.07937
110 C 2.26367 0.45412 6.32262
111 Cl 2.81821 2.13132 6.42562
112 Cl 3.12434 -0.41591 5.04663
113 Cl 2.46848 -0.36398 7.87865
114 H 1.20500 0.45940 6.07530

Computed properties:
Lowest unoccupied orbital energy (eV): 1.604
Kohn-Sham gap (eV): 6.19
Total charge: -1
Largest force on an atom (eV/Å): 3.62

***

[6]
C4H6N2 in the gas phase at a distorted geometry, computed with the ωB97M-V functional and the def2-TZVPD basis.

Atoms and positions in Å:
1 C 0.90950 1.11207 -0.40499
2 C 0.00350 -0.11193 -0.22610
3 C -0.65026 -0.28715 1.09745
4 N -0.85389 -1.45050 1.56022
5 N 0.29595 -1.58305 -0.83934
6 C -0.38900 -0.74876 -1.45659
7 H 0.66319 1.63664 -1.34199
8 H 0.77242 1.84886 0.39797
9 H 1.97033 0.85749 -0.44121
10 H -0.84514 0.63345 1.66451
11 H -1.28872 -1.40399 2.48036
12 H -0.58786 -0.50314 -2.49030

Computed properties:
Lowest unoccupied orbital energy (eV): 0.968
ΔE to the lowest compared entry with this formula, charge and spin (kcal per mole): 75.1
SMILES: [H]/N=C/[C@]1(C)C=N1
Kohn-Sham gap (eV): 10.22
Largest force on an atom (eV/Å): 1.39